# 1
Computed, not measured: one molecule with the formula C3H3O3P in a non-equilibrium geometry, with wB97M-V/def2-TZVPD.

```
10
C3H3O3P (wB97M-V/def2-TZVPD)
C -0.41 0.27 -0.09
C -2.80 0.30 -0.44
H 1.03 -1.40 0.01
O -1.60 0.62 -0.89
C -0.10 -1.14 -0.37
H 0.17 1.21 -0.27
O -4.03 0.55 -0.84
P -3.73 -0.27 0.89
H -0.70 0.29 1.04
O -0.78 -1.96 -0.84
```

Results
Energy above the lowest of the compared OMol25 structures with the same formula, charge and spin   99.6 kcal per mole
SMILES string   O=CCOC1=PO1
Frontier orbital gap   7.540 eV

# 2
Computed, not measured: an isolated ion of composition C3H3O3S and charge -1 in a non-equilibrium geometry, with wB97M-V/def2-TZVPD.

```
10
C3H3O3S (wB97M-V/def2-TZVPD)
H 1.13 -0.40 -0.39
O -1.60 -1.97 -4.24
H -0.53 -0.61 0.39
H -0.70 1.76 0.52
S -1.34 -2.89 -3.12
O -0.40 -1.60 -1.74
O -2.48 -3.31 -2.25
C 0.25 1.37 0.49
C -0.65 -0.39 -1.58
C 0.18 0.05 -0.12
```

Results
Energy above the lowest of the compared OMol25 structures with the same formula, charge and spin   138.2 kcal per mole
Frontier orbital gap (spin up / spin down)   6.715 / 6.710 eV
Net charge   -1

# 3
Computed, not measured: C3H3O3Sm as an isolated structure in a non-equilibrium geometry, with wB97M-V/def2-TZVPD.

```
10
C3H3O3Sm (wB97M-V/def2-TZVPD)
Sm 0.85 2.03 -0.17
H 0.47 3.97 0.06
O -0.55 0.05 -0.56
O -2.49 -1.01 -0.31
C 1.54 -0.95 0.19
C -1.24 -0.96 0.12
O 2.07 0.23 0.13
C 0.23 -1.16 -0.15
H -3.04 -0.41 0.21
H 2.16 -1.80 0.50
```

Results
2S+1   8
Frontier orbital gap (spin up / spin down)   6.440 / 7.011 eV